# 1
Density functional theory data (the ωB97M-V functional and the def2-TZVPD basis) for a 2-piece molecular cluster, C4H7ClN3O overall in a non-equilibrium geometry.

```
16
Properties=species:S:1:pos:R:3:mulliken_charge:R:1
Cl 2.1810 -4.6819 0.9572 0.259
O -1.8709 1.5436 -0.9893 -0.552
N -0.0931 -1.2515 0.2769 -0.023
N 1.3940 -3.4043 0.8464 -0.350
N 0.1704 0.8842 -0.1050 0.101
C 0.7109 -0.2048 0.4423 -0.064
C -1.2977 -0.7207 -0.2754 -0.748
C -1.0818 0.5449 -0.5528 0.636
C 0.6839 2.1775 -0.0574 -0.843
H 1.2486 2.3084 -0.9102 0.363
H -2.8863 1.4533 -0.9048 0.381
H 0.2579 -2.2931 0.2775 0.462
H -2.2321 -1.2423 -0.6207 0.305
H 1.3622 2.2027 0.8364 0.323
H -0.2287 2.9605 -0.0289 0.306
H 1.6817 -0.2766 0.8076 0.443
```

## Properties
* charge: +1
* ΔE to the lowest compared entry with this formula, charge and spin: 0.0 kcal per mole
* orbital gap (alpha / beta): 8.43 / 8.30 eV



# 2
Density functional theory data (the ωB97M-V functional and the def2-TZVPD basis) for a 8-piece molecular cluster, C33H46BrF21NO15PSi overall in a non-equilibrium geometry.

```
119
Properties=species:S:1:pos:R:3:mulliken_charge:R:1
Br -1.2122 -1.9723 -4.8576 -0.254
P -1.6394 -1.4026 -2.6646 0.253
Si -2.6352 0.5654 -2.7408 0.277
F -0.7975 2.6382 3.7176 -0.243
F 6.0006 0.3093 -1.1199 -0.265
F 1.7887 6.3338 -9.4447 -0.237
F -7.8799 -0.4153 9.9962 -0.246
F 6.8969 2.7007 5.2556 -0.239
F 8.0501 -3.2257 -9.6484 -0.241
F 8.9853 -1.8015 -8.3144 -0.240
F -7.0728 1.1036 8.6784 -0.257
F 7.8762 4.6029 4.9176 -0.246
F -5.7460 -0.0594 9.9352 -0.244
F 3.2144 7.1676 -8.0469 -0.241
F -6.0892 -3.3863 3.6087 -0.260
F 1.1002 7.5879 -7.8186 -0.248
F -7.0678 -5.2884 3.9527 -0.256
F -0.0877 0.6335 4.1214 -0.259
F 4.3190 1.5596 -1.6697 -0.237
F -8.2169 -3.5945 3.2385 -0.280
F 5.7512 4.3933 4.5453 -0.240
F 7.1905 -1.2533 -9.3993 -0.246
F 5.0110 0.0141 -3.0205 -0.219
F 0.7012 2.3101 5.2467 -0.262
O 2.3475 5.6247 -6.0137 -0.324
O 7.7139 2.3053 2.6251 -0.512
O -2.6762 -2.6277 -2.0419 -0.443
O 6.9509 4.3814 2.1316 -0.314
O 1.2801 4.3538 -7.5569 -0.507
O 6.9601 -1.9105 -6.5389 -0.344
O -5.6704 -1.6410 7.6462 -0.579
O 6.2602 -3.7901 -7.5940 -0.510
O -1.2660 0.5463 6.5442 -0.301
O 3.0766 -1.4442 -1.6479 -0.565
O -6.2510 -5.6885 1.3189 -0.522
O -7.0146 -3.6134 0.8229 -0.360
O -7.9255 -1.4607 7.5123 -0.340
O -2.4784 2.3553 5.9177 -0.517
O 3.8880 -0.5949 0.2902 -0.246
N 0.5059 2.5763 -2.4349 -0.504
C 6.1035 3.3809 0.0891 -0.883
C -1.5275 1.6237 5.7662 0.358
C 2.9944 -1.4409 1.0305 -0.100
C 3.8234 -0.6972 -1.0590 0.268
C -1.8444 1.8659 -1.5646 -0.634
C -4.5201 0.5377 -2.3594 -0.342
C -6.7299 -3.8440 -0.5660 0.155
C 2.2215 4.5613 -5.0576 -0.191
C 3.5801 -2.8315 1.1824 -1.160
C -2.1995 0.2935 7.6077 -0.404
C -7.0239 -4.2304 3.1099 1.256
C 6.9209 -2.7777 -7.5798 0.356
C 7.2345 4.1506 0.7433 -0.420
C 7.2442 3.3627 2.9760 0.414
C -6.0258 -1.6819 -3.5297 -0.520
C 7.7857 -2.2700 -8.7317 0.879
C -7.8858 -3.8143 6.9218 -1.072
C 4.7860 0.2893 -1.7165 0.950
C -3.4054 -0.4667 7.0904 -0.775
C -0.2386 1.7425 -1.3961 -0.080
C 6.1492 -2.2508 -5.4040 0.039
C -7.9257 -2.3859 6.4138 -0.106
C 1.9833 6.6123 -8.1378 0.822
C -5.2877 -0.7270 -2.9762 -0.128
C -6.8509 -0.1412 9.1615 0.844
C 6.8719 -3.2405 -4.5106 -1.128
C -0.4346 1.8010 4.7140 0.901
C 1.8250 5.3860 -7.2413 0.381
C 6.9409 3.7601 4.4192 0.818
C -6.7211 -4.6305 1.6678 0.035
C -7.8599 -4.6151 -1.2204 -1.188
C 3.3266 3.5402 -5.2477 -0.885
C -6.7135 -1.1700 8.0413 0.417
H 2.3088 5.0151 -4.0670 0.364
H 6.2925 -3.4392 -3.6062 0.322
H -2.1254 2.9185 -1.9349 0.339
H 5.1727 -2.6304 -5.7194 0.328
H -4.9641 1.5121 -2.8258 0.294
H -3.0922 -1.3818 6.5800 0.289
H -7.9675 -4.5208 6.0936 0.332
H -6.8714 -2.2455 -4.0909 0.329
H -0.1721 3.2278 -2.8862 0.195
H -2.3558 1.7208 -0.5234 0.292
H -5.7692 -4.3527 -0.6901 0.309
H 3.2479 3.0523 -6.2226 0.330
H -6.9549 -4.0150 7.4584 0.274
H 7.3294 5.1331 0.2734 0.329
H -6.6363 -2.8617 -1.0363 0.070
H -4.6592 0.6585 -1.2091 0.331
H -2.4890 1.0648 -4.1177 -0.107
H -2.4916 1.2250 8.1022 0.329
H -8.7038 -3.9952 7.6246 0.332
H 0.1391 0.6474 -1.4408 0.009
H -7.1004 -2.1790 5.7260 0.252
H 2.9409 -3.4532 1.8132 0.395
H 6.0031 2.3837 0.5246 0.245
H -7.6844 -4.7215 -2.2933 0.360
H 7.0411 -4.1876 -5.0291 0.362
H 3.2814 2.7728 -4.4714 0.124
H 0.0245 2.2508 -0.3771 0.173
H -3.9632 0.1292 6.3631 0.310
H -2.1644 -3.4815 -2.0886 0.316
H 7.8540 -2.8538 -4.2247 0.313
H 5.1500 3.8936 0.2435 0.317
H 0.8902 1.9481 -3.1762 0.259
H 4.3066 4.0237 -5.2115 0.322
H 3.6895 -3.3205 0.2110 0.309
H 6.2784 3.2742 -0.9836 0.373
H 5.9710 -1.3235 -4.8540 0.126
H 1.2311 4.0992 -5.1136 0.273
H -4.0729 -0.7290 7.9065 0.299
H 2.0048 -1.4686 0.5643 0.231
H -1.6745 -0.3133 8.3502 0.341
H -7.9594 -5.6127 -0.7849 0.349
H 2.8725 -0.9847 2.0163 0.328
H 8.1945 3.6406 0.6190 0.346
H 4.5773 -2.7816 1.6282 0.302
H -8.8139 -4.1034 -1.0662 0.310
H -8.8538 -2.2202 5.8608 0.317
```

## Properties
* orbital gap: 8.40 eV
* SMILES string: C#CC[Si@@H](CCN)P(O)Br.CCOC(=O)C(F)(F)F.CCOC(=O)C(F)(F)F.CCOC(=O)C(F)(F)F.CCOC(=O)C(F)(F)F.CCOC(=O)C(F)(F)F.CCOC(=O)C(F)(F)F.CCOC(=O)C(F)(F)F



# 3
Density functional theory data (the ωB97M-V functional and the def2-TZVPD basis) for an isolated ion of composition C3H6NO and charge +1 in a non-equilibrium geometry.

```
11
Properties=species:S:1:pos:R:3:mulliken_charge:R:1
O 1.3171 -0.2873 -0.0398 -0.155
N -0.6192 0.6599 -0.0058 -0.185
C -0.9108 -0.7430 0.1117 -0.218
C 0.6994 1.0264 0.0749 -0.256
C 0.4690 -1.2045 -0.0588 0.137
H 0.9311 -2.1510 -0.2969 0.425
H -1.2292 1.4450 -0.0004 0.161
H 1.2102 1.7200 0.8730 0.286
H -1.5937 -1.1369 -0.8061 0.260
H 1.1801 1.4697 -0.8871 0.251
H -1.4538 -0.7982 1.0352 0.293
```

## Properties
* charge: +1
* ΔE to the lowest compared entry with this formula, charge and spin: 48.3 kcal per mole
* orbital gap: 8.07 eV



# 4
Density functional theory data (the ωB97M-V functional and the def2-TZVPD basis) for a 2-piece molecular cluster, CH7NS2 overall.

```
11
Properties=species:S:1:pos:R:3:mulliken_charge:R:1
S -3.5224 -1.1285 -0.1482 0.166
S -2.2433 -2.3480 -1.1003 0.191
N 1.0211 0.9835 -0.0508 -0.538
C 2.0429 0.4773 0.8608 -0.678
H 1.0782 1.9972 -0.0533 0.238
H -1.6519 -1.3846 -1.8375 0.303
H 1.8789 -0.5806 1.0724 0.276
H 2.1189 1.0288 1.7998 0.261
H 0.0875 0.7953 0.2994 0.201
H 3.0033 0.4946 0.3584 0.276
H -3.8131 -0.3351 -1.2006 0.304
```

## Properties
* ⟨S²⟩: 0.75
* charge: +1
* ΔE to the lowest compared entry with this formula, charge and spin: 26.6 kcal per mole
* spin multiplicity: 2
* orbital gap (alpha / beta): 6.99 / 3.12 eV



# 5
Density functional theory data (the ωB97M-V functional and the def2-TZVPD basis) for a 9-piece molecular cluster, C17H32N8O20 overall in a non-equilibrium geometry.

```
77
Properties=species:S:1:pos:R:3:mulliken_charge:R:1
O -2.6543 6.3538 0.7285 -0.570
O -1.3015 -3.1339 0.6046 -0.568
O 3.8113 -5.0151 -3.0299 -0.609
O 3.4014 -1.6074 -0.2422 -0.608
O 5.1104 -4.7919 -1.3248 -0.597
O 2.6511 6.9903 -0.9290 -0.545
O 0.0591 -7.0155 -6.0200 -0.551
O -1.9084 4.2277 0.9459 -0.175
O 4.1551 -3.9974 1.9643 -0.443
O 0.8306 -3.0974 0.9226 -0.421
O -3.3908 8.6713 -3.4051 -0.542
O 0.1256 -6.5397 -3.9193 -0.512
O 0.5240 -7.4561 1.1145 -0.547
O -0.9022 1.4572 2.1643 -0.464
O 0.8968 8.0433 -1.6054 -0.538
O 4.3190 -4.3744 4.0792 -0.575
O 0.0523 3.4621 1.8043 -0.345
O 3.3059 -1.1383 1.8566 -0.491
O -4.4820 9.5963 -1.7931 -0.554
O 1.2075 -7.4042 -0.9279 -0.485
N 4.0182 -4.8224 -1.8459 0.999
N 3.8136 -4.5439 2.9912 0.878
N 0.6424 -6.6936 -5.0064 0.866
N -3.4928 9.0798 -2.2670 0.921
N 1.5570 7.0372 -1.4437 0.920
N -0.2590 -2.5694 0.8608 0.917
N 0.3892 -7.6625 -0.0751 0.925
N 3.9082 -1.3069 0.8197 0.992
C 2.1115 -6.4667 -5.0916 -0.613
C -4.6677 3.5125 0.6667 -0.360
C -2.3120 8.9379 -1.3731 -0.438
C 0.9777 5.7479 -1.9138 -0.589
C -0.3220 -1.1064 1.1212 -0.799
C 2.8361 -4.6100 -0.9729 0.051
C 2.6749 -5.4975 2.8887 -0.704
C -2.9006 5.1973 0.9591 0.229
C -5.8792 2.9738 0.9897 -0.532
C 5.3827 -1.1361 0.8616 -0.792
C -4.2480 4.6562 1.3070 0.742
C -0.2782 2.3802 2.6217 0.163
C -6.6662 3.5676 1.9479 -0.423
C -0.8831 -8.2803 -0.5344 -0.789
C -0.9426 4.4601 1.9513 -0.554
C -5.0394 5.2672 2.2382 -0.404
C -6.2527 4.7225 2.5566 -0.585
H -2.6107 8.3251 -0.5282 0.143
H -1.5142 -8.4528 0.3296 0.326
H -0.4702 5.4342 1.8188 0.361
H 2.3029 -5.4425 -4.7933 0.269
H -1.3678 4.3818 2.9628 0.375
H 1.9429 -4.6682 -1.5844 0.307
H -0.6319 -9.2145 -1.0276 0.289
H 1.6579 5.3357 -2.6531 0.287
H 2.4786 -5.9068 3.8727 0.356
H -4.0660 3.0241 -0.0891 0.403
H -6.2138 2.0590 0.5173 0.391
H 2.9337 -3.6240 -0.5215 -0.220
H 2.9631 -6.2794 2.1922 0.285
H 2.8388 -5.3913 -0.2207 0.056
H 2.5903 -7.1642 -4.4118 0.233
H -2.0239 9.9346 -1.0521 0.282
H 0.6810 -0.7521 1.3327 0.215
H -1.5102 8.4646 -1.9262 0.246
H 5.5838 -0.1181 1.1830 0.295
H 0.0268 2.4213 3.6778 0.514
H 5.7790 -1.3173 -0.1308 0.330
H 0.0039 5.9440 -2.3479 0.267
H -4.7141 6.1739 2.7337 0.405
H -7.6113 3.1094 2.2101 0.385
H -6.8888 5.1692 3.3096 0.395
H -0.7227 -0.6333 0.2303 0.331
H 1.8171 -4.9425 2.5170 0.191
H 0.8945 5.0926 -1.0510 0.178
H -1.3495 -7.5858 -1.2275 0.286
H -0.9759 -0.9523 1.9713 0.357
H 2.4282 -6.6402 -6.1137 0.321
H 5.7692 -1.8592 1.5743 0.262
```

## Properties
* orbital gap: 10.30 eV
* SMILES string: O=COCOC(=O)c1ccccc1.C[N+](=O)[O-].C[N+](=O)[O-].C[N+](=O)[O-].C[N+](=O)[O-].C[N+](=O)[O-].C[N+](=O)[O-].C[N+](=O)[O-].C[N+](=O)[O-]



# 6
Density functional theory data (the ωB97M-V functional and the def2-TZVPD basis) for one molecule with the formula C9H9NO in a non-equilibrium geometry.

```
20
Properties=species:S:1:pos:R:3:mulliken_charge:R:1
O -1.6191 -1.2398 -0.1680 -0.394
N 1.3616 1.5240 0.0181 -0.569
C -2.7313 -0.5087 0.1735 -0.554
C 0.1206 1.8513 0.0020 -0.459
C 1.5493 -2.2015 -0.0273 -0.828
C 3.3639 0.3150 0.0224 -0.843
C 1.2050 -0.9349 -0.0740 0.476
C 1.9926 0.2941 -0.0129 0.515
C -0.9076 0.9344 0.0698 0.268
C -2.3997 0.9717 -0.1130 -0.339
C -0.5893 -0.3584 -0.1207 0.295
H 0.6876 -2.9927 0.0373 0.246
H -3.6267 -0.8140 -0.2598 0.371
H 3.8270 1.3028 0.0913 0.363
H 3.8269 -0.7618 -0.0879 0.105
H 2.6360 -2.4323 -0.0206 0.215
H -0.0994 2.8843 -0.2377 0.393
H -2.6656 1.0780 -1.2330 0.207
H -2.9431 1.6648 0.6333 0.288
H -2.9886 -0.5762 1.3074 0.245
```

## Properties
* ΔE to the lowest compared entry with this formula, charge and spin: 128.5 kcal per mole
* orbital gap (alpha / beta): 7.59 / 7.59 eV
* SMILES string: C=c1ncc2c(c1=C)OCC2